#i
An isolated molecule of C5H8O3, computed with wB97M-V/def2-TZVPD.

Summary:
HOMO = -9.226 eV
Orbital gap = 10.034 eV

Each line ends with the Löwdin charge.
Geometry (Å):
1 C -2.2583 -0.5283 -0.0423  0.00
2 C -0.6580 -0.3861 -0.1528  -0.33
3 O -0.1037 0.6076 -1.0819  -0.08
4 C 0.1587 1.6916 -0.2247  -0.23
5 O 0.8898 1.0879 0.7781  -0.04
6 C 0.1584 -0.0325 1.0954  -0.22
7 C 0.4486 -1.2818 0.3018  -0.22
8 O 1.6467 -1.2502 -0.5311  -0.10
9 H -2.7964 -0.7680 -1.0424  0.09
10 H -2.4739 -1.3639 0.5845  0.04
11 H -2.7808 0.4479 0.4219  0.12
12 H 0.7394 2.5196 -0.8944  0.19
13 H -0.7935 2.1734 0.2287  0.15
14 H -0.0673 -0.1909 2.2472  0.20
15 H 0.4106 -2.2564 0.8577  0.16
16 H 1.2033 -0.9012 -1.5879  0.25

#ii
An isolated molecule of C5H8O3, computed with wB97M-V/def2-TZVPD.

Summary:
HOMO = -9.599 eV
Orbital gap = 10.370 eV

Each line ends with the Löwdin charge.
Geometry (Å):
1 O -1.8540 -0.4901 -1.8892  0.03
2 C -2.0554 0.1851 -0.8947  -0.24
3 C -0.9966 0.4725 0.0722  -0.13
4 C -0.3658 -0.8975 0.5897  -0.22
5 O -0.8767 -2.1273 0.1965  0.06
6 C 0.3761 0.0106 -0.2826  -0.19
7 C 1.5147 0.8155 0.3447  -0.17
8 O 2.7698 0.1276 0.0483  -0.05
9 H -3.1277 0.6165 -0.6733  0.15
10 H -1.3073 1.1818 0.8541  0.15
11 H -0.2285 -0.7394 1.6096  0.13
12 H -0.9599 -2.0228 -0.7068  0.04
13 H 0.6151 -0.3730 -1.2352  0.15
14 H 1.5932 1.8533 -0.0497  0.12
15 H 1.4262 0.9537 1.4538  0.13
16 H 3.4768 0.4336 0.5624  0.05

Which structure is the most stable? The one labeled #ii.

#i
A 2-piece molecular cluster, C3H3O3 overall, computed with wB97M-V/def2-TZVPD.

Summary:
Spin multiplicity = 3
HOMO (spin up / spin down) = -10.688 / -18.337 eV
Charge = +1
Orbital gap (spin up / spin down) = 4.591 / 11.336 eV

Each line ends with the Löwdin charge.
Geometry (Å):
1 C 0.2333 1.7622 3.7863  0.16
2 C 0.9184 0.3708 0.8949  -0.09
3 C 0.5672 0.7992 -0.3088  -0.07
4 O -0.8137 1.5587 3.4549  0.26
5 O -0.0317 0.4152 -1.4136  0.21
6 O 1.5094 0.4020 1.8953  0.19
7 H 1.1499 2.0392 4.0120  0.08
8 H 0.6984 1.8157 -0.1817  0.13
9 H -0.4261 1.1682 -1.7748  0.12

#ii
A 2-piece molecular cluster, C3H3O3 overall, computed with wB97M-V/def2-TZVPD.

Summary:
Spin multiplicity = 3
HOMO (spin up / spin down) = -13.392 / -16.936 eV
Charge = +1
Orbital gap (spin up / spin down) = 8.871 / 7.378 eV

Each line ends with the Löwdin charge.
Geometry (Å):
1 C -2.5669 0.0546 -0.0545  -0.40
2 C 1.0008 -0.9131 0.1436  0.22
3 C 1.4732 0.2533 0.0700  -0.04
4 O -3.6481 -0.2778 0.0420  0.29
5 O 1.9784 1.3540 0.0835  0.29
6 O -1.4647 0.3832 -0.1308  0.18
7 H 1.3714 -1.7591 -0.4246  0.13
8 H 0.1735 -1.1621 0.7984  0.11
9 H 1.6823 2.0669 -0.5275  0.23

Which structure is the most stable? The one labeled #ii.

#i
A 2-piece molecular cluster, C3H9S3 overall, computed with wB97M-V/def2-TZVPD.

Summary:
HOMO = -3.066 eV
Charge = -1
Orbital gap = 6.351 eV

Each line ends with the Löwdin charge.
Geometry (Å):
1 C -1.3274 -0.3211 -0.9734  -0.15
2 C 0.1295 -0.7236 -1.1521  -0.35
3 C 0.6348 -1.6537 -0.0305  -0.68
4 S 0.5754 -0.9599 1.6726  0.29
5 H -1.9760 -1.1995 -1.0359  0.06
6 H -1.6422 0.3789 -1.7536  0.06
7 H -1.4776 0.1325 0.0011  0.03
8 H 0.2023 -1.2520 -2.1119  0.09
9 H 0.7747 0.1516 -1.1515  0.07
10 H 1.6549 -1.9899 -0.2177  0.03
11 H -0.0075 -2.5374 0.0357  0.03
12 S 1.5901 2.2115 1.1710  0.01
13 S -0.2362 3.1633 1.4445  0.11
14 H 1.0773 0.8304 1.4893  -0.34
15 H 0.0279 3.7688 2.6124  -0.25

#ii
A 2-piece molecular cluster, C3H9S3 overall, computed with wB97M-V/def2-TZVPD.

Summary:
HOMO = -2.511 eV
Charge = -1
Orbital gap = 5.213 eV

Each line ends with the Löwdin charge.
Geometry (Å):
1 C 0.0149 -1.0287 -2.8558  -0.25
2 C 0.0215 -1.1035 -1.3254  -0.83
3 S 1.6842 -1.2929 -0.6109  0.13
4 H 0.1716 -2.0088 -3.3053  0.05
5 H 0.8293 -0.3976 -3.2058  0.04
6 H -0.9206 -0.6039 -3.2294  0.04
7 H -0.5961 -1.9528 -1.0302  0.02
8 H -0.4581 -0.1945 -0.9488  0.02
9 C 0.4954 0.4704 2.2565  -0.51
10 S 0.1495 2.0699 1.4799  0.32
11 S -0.9506 3.0097 2.9385  0.23
12 H 1.0297 0.6561 3.1847  0.02
13 H 1.1393 -0.0885 1.5694  -0.08
14 H -0.4426 -0.0455 2.4238  0.02
15 H -2.1675 2.5106 2.6586  -0.22

Which structure is the most stable? The one labeled #i.

#i
A 2-piece molecular cluster, C4H14N2 overall, computed with wB97M-V/def2-TZVPD.

Summary:
HOMO = -8.836 eV
Orbital gap = 9.969 eV

Each line ends with the Löwdin charge.
Geometry (Å):
1 C -0.3972 -2.5239 -0.7922  -0.12
2 C -0.4502 -1.5606 0.3860  -0.28
3 C 0.9251 -1.0770 0.8223  -0.31
4 N 0.8198 0.1873 1.5654  -0.02
5 H 0.0958 -3.4604 -0.5368  0.07
6 H 0.1472 -2.0779 -1.6216  0.07
7 H -1.3952 -2.7430 -1.1684  0.07
8 H -1.0273 -0.6826 0.0991  0.09
9 H -0.9838 -2.0240 1.2214  0.10
10 H 1.5273 -0.8893 -0.0712  0.10
11 H 1.4468 -1.8600 1.3912  0.11
12 H 1.6910 0.4267 2.0211  0.07
13 H 0.1192 0.1177 2.2948  0.07
14 C -0.7684 2.9801 -0.7034  -0.21
15 N 0.0074 1.8105 -1.0987  -0.07
16 H -0.1694 3.8443 -0.3917  0.06
17 H -1.4029 2.7387 0.1460  0.06
18 H -1.3985 3.2906 -1.5337  0.06
19 H 0.7390 2.0912 -1.7410  0.05
20 H 0.4743 1.4117 -0.2885  0.01

#ii
A 2-piece molecular cluster, C4H14N2 overall, computed with wB97M-V/def2-TZVPD.

Summary:
HOMO = -9.229 eV
Orbital gap = 10.190 eV

Each line ends with the Löwdin charge.
Geometry (Å):
1 C -2.5888 1.4149 -1.9378  -0.13
2 C -1.3761 0.7526 -2.6582  -0.31
3 C -0.3296 1.8030 -3.0060  -0.13
4 H -3.2495 1.8391 -2.6896  0.06
5 H -3.1733 0.7306 -1.3376  0.06
6 H -2.2724 2.2931 -1.3605  0.07
7 H -1.0521 -0.0993 -2.0689  0.09
8 H -1.8477 0.3850 -3.5716  0.09
9 H 0.4739 1.4510 -3.6351  0.06
10 H 0.1189 2.1158 -2.0492  0.07
11 H -0.8367 2.7234 -3.3037  0.07
12 N 1.3398 -2.5690 2.5778  -0.01
13 C 1.3901 -1.2411 1.9747  -0.37
14 N 1.4676 -0.1959 3.0074  -0.03
15 H 0.3987 -2.8629 2.7825  0.06
16 H 1.8799 -3.2977 2.1351  0.06
17 H 0.4562 -1.1199 1.4182  0.09
18 H 2.2005 -1.0748 1.2614  0.10
19 H 1.3797 -0.6870 3.8910  0.05
20 H 2.3755 0.2522 3.0393  0.05

#iii
A 2-piece molecular cluster, C4H14N2 overall, computed with wB97M-V/def2-TZVPD.

Summary:
HOMO = -8.833 eV
Orbital gap = 9.904 eV

Each line ends with the Löwdin charge.
Geometry (Å):
1 C 2.4476 0.2742 -0.7861  -0.11
2 C 1.7386 -0.9324 -0.1321  -0.37
3 N 2.4921 -1.9405 0.6059  -0.02
4 H 2.9329 0.0018 -1.7260  0.07
5 H 1.8350 1.1730 -0.8954  0.05
6 H 3.1410 0.6609 -0.0050  0.08
7 H 0.8956 -0.5145 0.4733  0.07
8 H 1.1668 -1.3876 -0.9758  0.10
9 H 2.0919 -2.7983 0.2487  0.06
10 H 3.5047 -1.8693 0.4578  0.07
11 C -1.1869 1.2669 0.5851  -0.18
12 N -2.3281 0.3495 0.4775  -0.19
13 C -3.1715 0.7962 -0.5830  -0.19
14 H -0.5210 1.0615 -0.2735  0.05
15 H -1.4084 2.3296 0.4895  0.07
16 H -0.5449 1.0326 1.4772  0.09
17 H -2.7564 0.3249 1.4373  0.12
18 H -3.7049 1.7187 -0.3266  0.07
19 H -3.9729 0.0916 -0.8266  0.07
20 H -2.6683 0.9574 -1.5503  0.09

Which structure is the most stable? The one labeled #i.

#i
A 2-piece molecular cluster, C4H14N2 overall, computed with wB97M-V/def2-TZVPD.

Summary:
HOMO = -8.557 eV
Orbital gap = 9.617 eV

Each line ends with the Löwdin charge.
Geometry (Å):
1 C 0.1637 -1.4767 -2.9687  -0.14
2 N -0.2908 -0.2869 -2.1926  -0.18
3 C -1.5846 -0.5605 -1.4931  -0.16
4 H 0.7948 -2.1249 -2.3272  0.08
5 H -0.6638 -2.0674 -3.3083  0.05
6 H 0.7701 -1.1911 -3.8241  0.07
7 H -0.3290 0.4926 -2.7668  0.05
8 H -2.4171 -0.7350 -2.1089  0.02
9 H -1.6925 0.4394 -0.8235  0.11
10 H -1.5505 -1.5606 -0.8524  0.11
11 C 0.0206 1.5350 2.9875  -0.19
12 N 1.0201 0.5776 2.6145  -0.21
13 C 0.8060 0.2272 1.1673  -0.16
14 H 0.2449 2.5862 2.6735  0.09
15 H -0.9292 1.0760 2.7874  0.07
16 H 0.0907 1.6030 4.0426  0.05
17 H 1.9606 0.8879 2.7673  0.08
18 H -0.2329 -0.2817 1.3042  0.09
19 H 1.4038 -0.6414 0.8993  0.05
20 H 1.0110 1.1315 0.4258  0.11

#ii
A 2-piece molecular cluster, C4H14N2 overall, computed with wB97M-V/def2-TZVPD.

Summary:
HOMO = -9.281 eV
Orbital gap = 10.116 eV

Each line ends with the Löwdin charge.
Geometry (Å):
1 C 3.0107 2.8129 -1.4024  -0.11
2 C 1.5299 2.7275 -1.0528  -0.36
3 N 1.3328 2.1389 0.2756  -0.03
4 H 3.3502 1.8686 -1.8363  0.07
5 H 3.2290 3.6267 -2.0818  0.06
6 H 3.6055 2.9978 -0.5098  0.07
7 H 1.0588 3.7121 -1.0300  0.10
8 H 1.0072 2.1846 -1.8453  0.09
9 H 0.3556 2.1912 0.5335  0.05
10 H 1.5735 1.1501 0.2713  0.06
11 C -1.1648 -1.9216 0.6124  -0.13
12 C -1.8809 -3.1645 1.1088  -0.34
13 N -3.3467 -2.9568 1.1825  -0.03
14 H -0.0874 -1.9605 0.4634  0.06
15 H -1.5990 -1.5657 -0.3192  0.06
16 H -1.3510 -1.1392 1.3561  0.07
17 H -1.7129 -4.0711 0.5328  0.10
18 H -1.5544 -3.3650 2.1315  0.09
19 H -3.5458 -1.9693 1.2703  0.05
20 H -3.8102 -3.2966 0.3394  0.06

Which structure is the most stable? The one labeled #ii.

#i
C4H8BrN2 as an isolated structure, computed with wB97M-V/def2-TZVPD.

Summary:
HOMO = -14.173 eV
Charge = +1
Orbital gap = 9.218 eV

Each line ends with the Löwdin charge.
Geometry (Å):
1 C -0.6698 0.5398 1.6329  -0.09
2 C -1.3245 0.8830 -0.4147  -0.06
3 C 0.4760 0.3419 0.9344  -0.78
4 C 0.5315 -0.4804 -1.5271  0.05
5 N -1.7425 0.8021 0.7666  0.15
6 N 0.1348 0.6219 -0.5213  -0.09
7 Br 2.2557 0.5522 1.2145  0.94
8 H -0.7129 0.4681 2.7474  0.16
9 H 0.0585 -2.1689 1.2502  0.11
10 H -1.9735 1.1122 -1.1604  0.12
11 H 0.8097 -1.8713 1.1634  0.04
12 H 0.7890 -1.2523 -0.8153  0.05
13 H -0.3428 -0.8397 -1.9266  0.06
14 H 1.1938 -0.1770 -2.4473  0.17
15 H 0.5170 1.4686 -0.8968  0.17

#ii
A 2-piece molecular cluster, C4H8BrN2 overall, computed with wB97M-V/def2-TZVPD.

Summary:
HOMO (spin up / spin down) = -13.307 / -13.578 eV
Charge = +1
Orbital gap (spin up / spin down) = 7.826 / 7.672 eV

Each line ends with the Löwdin charge.
Geometry (Å):
1 C 0.9968 0.4836 -1.7990  -0.04
2 C 0.2585 -0.9143 0.0363  -0.56
3 C 1.9603 1.4505 -1.3232  -0.01
4 C -2.1279 -0.9174 1.6453  -0.31
5 N 0.5834 -0.3870 -0.9813  0.07
6 N -1.5053 0.1072 1.0220  0.05
7 Br 0.5738 -2.5039 0.8780  0.92
8 H 0.5922 0.3212 -2.7132  0.12
9 H 1.8461 2.4816 -1.8344  0.14
10 H 2.0389 1.5452 -0.3174  0.05
11 H 2.9612 1.2736 -1.8340  0.14
12 H -1.7815 -1.2709 2.7357  0.13
13 H -2.4193 -1.8340 0.9879  0.12
14 H -3.0996 -0.5241 1.9423  0.10
15 H -0.8775 0.6886 1.5549  0.07

Which structure is the most stable? The one labeled #i.